# 1
{"formula": "C7H13NO", "method": "ωB97M-V/def2-TZVPD", "homo_lumo_gap_ev": 9.32, "e_above_lowest_kcal_mol": 108.20, "charge": 0, "molar_mass_g_mol": 127.2, "species": ["C", "C", "C", "C", "C", "C", "C", "H", "H", "H", "H", "H", "H", "H", "H", "H", "H", "H", "H", "H", "N", "O"], "coordinates": [[2.55779, -0.55834, -0.06747], [1.21364, -0.20512, 0.42006], [-0.63457, -1.22944, -0.27040], [-2.09481, -0.85688, -0.76814], [-1.07565, 0.20944, -0.27014], [-1.55705, 0.72668, 1.10371], [0.30755, 0.71484, -0.57845], [3.21216, 0.30416, -0.12616], [3.06274, -1.25468, 0.56904], [2.51471, -0.97319, -1.11840], [1.26469, 0.39585, 1.40067], [-0.17484, -1.55674, -1.25575], [-2.17073, -1.09166, -1.81706], [-2.98024, -0.95178, -0.17566], [-2.24034, 0.06912, 1.62953], [-2.18070, 1.63078, 0.94929], [-0.78530, 1.03940, 1.85649], [0.71259, 0.40209, -1.60671], [-0.15412, 2.53273, 0.23433], [0.47774, 2.60229, -1.24907], [0.56666, 2.14373, -0.34208], [0.39671, -1.37020, 0.71112]], "forces_ev_per_a": [[0.55, -0.25, -1.96], [-1.95, 2.02, 1.87], [-0.19, -0.49, -1.71], [1.95, -0.01, 0.96], [0.04, -1.19, 0.55], [-0.03, 0.96, 0.42], [1.73, 0.31, -1.18], [-0.09, 0.42, 0.02], [0.10, -0.61, 0.41], [0.01, 0.17, 1.06], [0.22, -0.90, -1.26], [-0.30, 0.66, 1.07], [-0.17, -0.18, -0.08], [-0.38, 0.21, 0.14], [0.12, -0.51, -0.04], [0.34, -0.23, -0.14], [-0.35, -0.51, -0.91], [-0.93, 0.78, 1.17], [-0.29, 0.15, 0.39], [0.10, 0.12, 0.38], [0.52, -0.42, -1.24], [-1.00, -0.51, 0.11]]}

# 2
{"formula": "C12H28NO9S", "method": "ωB97M-V/def2-TZVPD", "homo_lumo_gap_ev": 8.84, "charge": 1, "molar_mass_g_mol": 362.4, "species": ["C", "C", "O", "C", "O", "O", "S", "O", "O", "C", "C", "C", "O", "O", "H", "H", "H", "H", "H", "H", "H", "H", "H", "H", "H", "H", "C", "O", "C", "C", "N", "C", "C", "O", "C", "H", "H", "H", "H", "H", "H", "H", "H", "H", "H", "H", "H", "H", "H", "H", "H"], "coordinates": [[0.37912, 3.08129, -0.29562], [-0.07139, 3.03110, -1.73729], [-0.31048, 1.67132, -2.08316], [0.83183, 3.75652, -2.71481], [1.89990, 2.93030, -3.17966], [3.10384, 3.63356, -2.99171], [3.84022, 2.85237, -1.69026], [5.13261, 3.39069, -1.68256], [3.91976, 1.36933, -2.38135], [3.58381, 0.30335, -1.49038], [4.80656, -0.59101, -1.30484], [5.57799, -0.19545, -0.08902], [5.70474, 0.88686, 0.26548], [6.10072, -1.23197, 0.56844], [1.41786, 2.80359, -0.16507], [0.22767, 4.07584, 0.10406], [-0.24384, 2.38138, 0.24407], [-1.02753, 3.54657, -1.77232], [0.10688, 1.45182, -2.92437], [0.23691, 4.06431, -3.56470], [1.26573, 4.62226, -2.24763], [3.17521, 0.64678, -0.54660], [2.84785, -0.29491, -2.00846], [4.51261, -1.62618, -1.25345], [5.43879, -0.41819, -2.16577], [6.28463, -0.88912, 1.45766], [-4.80298, -4.16754, 0.28748], [-4.30750, -4.27676, 1.62089], [-2.95560, -3.93889, 1.82627], [-2.85511, -2.57855, 2.48716], [-3.33335, -1.48459, 1.57075], [-2.47942, -1.14535, 0.37618], [-1.18602, -0.46392, 0.77513], [-1.42995, 0.83838, 1.24736], [-1.47905, 1.01610, 2.66002], [-5.41337, -5.04201, 0.07511], [-5.44461, -3.28281, 0.20068], [-4.00099, -4.10881, -0.45189], [-2.37251, -4.00496, 0.90338], [-2.53530, -4.67010, 2.51964], [-1.83969, -2.34369, 2.80003], [-3.51297, -2.53941, 3.35384], [-3.47620, -0.62658, 2.10858], [-4.27076, -1.74675, 1.25370], [-3.07917, -0.46752, -0.22914], [-2.30267, -2.06191, -0.18293], [-0.58306, -0.36242, -0.13109], [-0.59342, -1.04925, 1.48521], [-1.00049, 0.19510, 3.19990], [-2.52070, 1.11513, 2.98905], [-0.96717, 1.94471, 2.90404]], "forces_ev_per_a": [[-0.01, -0.15, -0.11], [0.04, 0.02, 0.40], [0.06, -0.44, -0.26], [-0.27, -0.25, -0.15], [-0.75, -0.15, 0.00], [0.91, -0.35, 0.13], [-1.77, -1.09, 0.08], [2.04, 1.14, -0.17], [-0.15, 0.77, 0.32], [0.39, -0.74, -0.72], [-0.27, 0.31, 0.07], [-0.56, -4.26, -1.93], [0.32, 5.58, 1.91], [-0.10, -0.91, 0.75], [0.23, -0.09, -0.04], [0.03, 0.27, 0.14], [-0.05, -0.01, 0.28], [-0.28, 0.17, -0.15], [0.03, 0.13, 0.08], [0.02, 0.13, -0.45], [0.01, 0.46, 0.16], [-0.06, 0.27, 0.15], [-0.48, 0.00, -0.08], [0.03, -0.39, -0.06], [0.20, -0.23, -0.29], [0.52, -0.15, -0.11], [-0.13, 0.07, 0.13], [0.15, 0.12, -0.26], [-0.21, -0.20, 0.21], [0.14, 0.11, -0.02], [-0.31, 0.10, 0.04], [0.01, -0.13, 0.03], [0.12, 0.29, -0.27], [-0.07, -0.27, 0.36], [-0.17, 0.06, -0.14], [0.01, 0.00, 0.00], [-0.01, -0.02, -0.11], [0.04, -0.05, 0.04], [-0.01, 0.05, -0.02], [0.05, 0.05, 0.02], [0.00, 0.01, -0.04], [0.04, -0.10, 0.04], [0.14, 0.00, 0.02], [0.06, -0.09, -0.05], [0.10, 0.02, -0.08], [-0.01, -0.02, 0.03], [-0.07, 0.00, -0.04], [-0.08, -0.04, 0.05], [0.06, 0.00, -0.04], [0.03, 0.00, 0.11], [0.01, -0.01, 0.01]]}

# 3
{"formula": "C4H11NO", "method": "ωB97M-V/def2-TZVPD", "homo_lumo_gap_ev": [11.54, 6.48], "e_above_lowest_kcal_mol": 49.40, "charge": 1, "multiplicity": 2, "molar_mass_g_mol": 89.1, "species": ["N", "C", "C", "C", "C", "H", "H", "H", "H", "H", "H", "H", "H", "H", "H", "H", "O"], "coordinates": [[0.15264, -0.12846, 1.62360], [-0.53672, 1.19306, 1.21258], [-1.49323, 0.82141, 0.13818], [-1.06390, -0.62545, -0.39885], [0.11895, -0.99809, 0.45020], [-0.27180, -0.48983, 2.47865], [-0.91385, 1.64801, 2.12629], [0.32358, 1.74189, 0.81123], [-2.54896, 0.79440, 0.40714], [-1.51027, 1.39713, -0.78106], [-1.84583, -1.38525, -0.33666], [-0.98498, -0.49253, -1.47082], [0.08968, -2.04452, 0.76477], [1.08312, -0.92276, -0.07414], [2.29267, -0.73171, -1.67865], [2.43011, 0.57522, -1.95619], [2.28460, -0.22277, -2.49284]], "forces_ev_per_a": [[-3.41, 0.90, -1.78], [2.10, -0.42, 0.87], [-1.49, -1.84, -1.63], [-1.42, 1.34, 0.11], [1.52, -1.57, 0.10], [1.01, -0.30, 0.51], [-0.01, 0.14, -0.22], [-0.25, 0.46, 0.14], [0.19, 0.03, 0.66], [0.58, 0.86, 0.44], [-0.04, 0.22, 0.62], [1.19, -0.34, -0.09], [0.02, 0.16, 0.21], [-0.11, 0.33, 0.12], [0.07, -1.64, -0.39], [0.17, 0.91, -1.30], [-0.12, 0.75, 1.62]]}

# 4
{"formula": "C21H17BrCoN6O6S", "method": "ωB97M-V/def2-TZVPD", "homo_lumo_gap_ev": [7.17, 7.17], "e_above_lowest_kcal_mol": 21.44, "charge": 1, "molar_mass_g_mol": 620.3, "species": ["Co", "C", "C", "N", "N", "C", "N", "S", "C", "C", "C", "C", "C", "N", "H", "H", "H", "H", "H", "H", "H", "H", "H", "H", "O", "C", "C", "C", "C", "C", "C", "C", "O", "N", "O", "O", "H", "H", "H", "H", "Br", "C", "C", "N", "C", "C", "C", "C", "O", "O", "H", "H", "H"], "coordinates": [[0.21881, -0.59467, 0.40223], [-3.12135, -2.36387, 2.52948], [-2.07568, -1.50329, 1.90644], [-0.84733, -1.79093, 1.72210], [-0.32159, -3.00395, 2.04966], [0.96064, -3.21835, 1.67045], [1.47811, -4.41176, 1.94203], [1.89456, -1.97778, 0.99177], [-2.44346, -0.16800, 1.35841], [-3.69442, 0.39327, 1.48165], [-3.91435, 1.65331, 0.92923], [-2.87751, 2.30819, 0.29705], [-1.64093, 1.67971, 0.22049], [-1.44477, 0.47052, 0.72817], [-2.75287, -3.31289, 2.90855], [-3.90268, -2.57853, 1.79799], [-3.58220, -1.83842, 3.36712], [-0.89583, -3.71443, 2.47244], [0.95075, -5.15957, 2.35995], [2.42933, -4.60104, 1.67216], [-4.48700, -0.12585, 2.00140], [-4.88984, 2.11444, 1.00780], [-3.00820, 3.28941, -0.13667], [-0.78243, 2.14268, -0.24898], [-1.11317, -1.66883, -0.71794], [-1.16549, -1.71067, -1.96171], [-0.23796, -1.15045, -2.87023], [-0.43303, -1.37418, -4.25006], [0.50183, -0.92149, -5.12388], [1.65684, -0.24728, -4.68549], [1.85440, -0.00931, -3.35478], [0.89852, -0.44026, -2.40381], [1.12757, -0.18542, -1.16044], [0.31135, -1.15866, -6.56642], [1.20368, -0.80260, -7.30816], [-0.71889, -1.70143, -6.91488], [-2.03057, -2.22524, -2.39735], [-1.30605, -1.89915, -4.61622], [2.38153, 0.07487, -5.42017], [2.73395, 0.50777, -2.99764], [0.62083, 5.90595, 2.97303], [1.91905, 4.59275, 2.59155], [3.26275, 4.86826, 2.79732], [4.22988, 3.98543, 2.55139], [3.86244, 2.79566, 2.07773], [2.54141, 2.43503, 1.83702], [1.54167, 3.35950, 2.10738], [2.26824, 1.08390, 1.27190], [3.15594, 0.34444, 0.91527], [0.96291, 0.81605, 1.19514], [3.56770, 5.83720, 3.17529], [4.65203, 2.08323, 1.87522], [0.50087, 3.11675, 1.95002]], "forces_ev_per_a": [[-1.27, -2.09, -0.51], [-0.02, -0.03, -0.02], [-0.14, 0.26, -0.11], [0.14, 0.54, 0.56], [0.15, 0.29, -0.26], [0.04, 0.07, 0.11], [0.04, -0.04, -0.04], [0.07, -0.41, -0.42], [0.24, -0.20, 0.21], [-0.11, 0.15, 0.03], [-0.08, -0.07, 0.07], [0.07, 0.07, 0.00], [-0.07, -0.05, 0.09], [-0.26, 0.31, -0.85], [0.03, 0.01, 0.01], [0.00, 0.02, 0.01], [0.01, 0.01, -0.02], [-0.07, -0.05, 0.03], [0.01, 0.01, 0.09], [0.00, 0.00, -0.03], [0.01, 0.01, -0.01], [0.01, -0.01, -0.01], [-0.01, -0.01, 0.02], [0.00, -0.03, -0.04], [0.39, -0.34, -0.04], [0.03, 0.16, -0.13], [-0.21, -0.19, -0.01], [0.00, 0.06, 0.04], [-0.03, -0.03, -0.26], [0.07, 0.04, 0.10], [0.03, 0.06, -0.25], [-0.02, -0.09, 0.54], [0.19, 0.86, -0.09], [0.06, -0.03, 0.05], [-0.12, -0.01, 0.06], [0.09, 0.07, 0.05], [0.04, -0.07, 0.02], [0.02, -0.01, 0.02], [-0.02, 0.00, -0.01], [-0.02, -0.01, 0.02], [-0.04, 0.04, 0.01], [0.00, 0.02, 0.00], [0.24, 0.02, 0.03], [-0.37, -0.06, -0.05], [0.18, 0.11, 0.04], [0.08, 0.19, 0.05], [-0.01, -0.13, 0.00], [-0.79, -0.24, -0.23], [0.08, -0.09, 0.01], [1.30, 0.93, 1.13], [0.00, -0.01, 0.00], [0.00, 0.00, -0.01], [0.00, -0.01, -0.01]]}

Q: Which formula does entry 1 have?
A: C7H13NO